DFT (ωB97M-V/def2-TZVPD) results for 6 unconnected molecules or ions with the total composition C5H18O6 in a non-equilibrium geometry.

The geometry in XYZ format:
```
29
Properties=species:S:1:pos:R:3:forces:R:3:mulliken_charge:R:1
O -0.0893 3.1508 0.9178 0.9 -1.6 0.4 -0.55
C 0.7298 2.3373 1.3784 -4.1 2.2 -1.4 -0.36
C 0.5035 0.8574 1.4406 0.1 -0.5 0.7 0.16
C 1.9117 0.2389 1.4743 -1.5 -2.8 2.2 -0.54
C 1.7511 -0.9935 0.5386 0.9 1.3 0.0 0.32
C 1.4454 -2.2015 0.9779 0.5 -0.6 -0.7 -1.05
H 1.6032 2.8635 1.6893 1.5 -0.5 0.8 0.47
H -0.1523 0.4768 2.2902 1.1 1.0 -0.8 0.60
H -0.0183 0.4300 0.5553 0.6 1.1 0.1 -0.30
H 2.5722 1.0794 1.2693 0.8 -0.9 -0.3 0.38
H 2.0316 -0.1946 2.5854 0.4 1.2 -2.5 0.17
H 1.7570 -0.7539 -0.5492 0.0 -0.4 0.9 0.05
H 1.2864 -3.0649 0.3546 -0.3 0.2 -0.7 0.25
H 1.4280 -2.5284 1.9859 0.1 0.5 1.2 0.27
H -1.5237 0.1575 0.8554 -0.5 0.5 -1.1 0.40
H -2.9536 0.0886 1.5450 -3.9 0.9 -0.9 0.29
O -2.0715 -0.0579 1.5892 3.4 -1.7 2.0 -0.59
H 0.9075 0.0434 -2.3745 0.5 0.3 -0.6 0.35
H 2.3892 0.2274 -2.7902 0.2 -0.1 0.1 0.32
O 1.4929 0.4176 -3.0660 -0.8 -0.1 0.4 -0.65
H -1.2232 -2.9078 -1.7113 -0.5 0.8 -0.1 0.29
H -1.4886 -2.3606 -0.2620 -1.8 4.0 1.9 0.29
O -1.1990 -3.0284 -0.7695 2.2 -4.9 -1.8 -0.58
H -0.9167 2.5937 -0.9718 0.3 -0.2 -0.3 0.28
H -0.3548 2.0736 -2.2950 3.1 1.3 -3.4 0.28
O -0.9182 1.8806 -1.6325 -3.3 -1.1 3.7 -0.52
H -3.2351 -0.2370 -0.9574 0.6 -1.1 -0.9 0.28
H -2.8477 0.0848 -2.3159 0.4 0.7 -1.1 0.28
O -2.8175 -0.6728 -1.7520 -1.0 0.4 2.0 -0.58
```
Forces are in eV/Å.

Properties
Energy above the lowest of the compared OMol25 structures with the same formula, charge and spin in kJ/mol: 302.7
Calculated total energy in eV: -17758.9803
E_LUMO in Eh: 0.0159
SMILES: C=CCCC=O.O.O.O.O.O
F_max in hartree/bohr: 0.11075
Orbital gap in eV: 10.19